Version w
Below is 2 unconnected molecules or ions with the total composition C4H11NO3, with properties calculated with wB97M-V/def2-TZVPD.

Positions of all 19 atoms, in Å:
C1 0.888 0.336 1.468
O1 -0.065 1.474 1.069
C2 0.959 -0.782 0.355
C3 -0.474 -1.027 -0.050
C4 -0.637 -1.632 -1.473
O2 -0.891 -0.941 -2.386
N1 1.663 -0.285 -0.800
H1 1.884 0.665 1.671
H2 0.429 -0.220 2.370
H3 0.503 2.177 0.722
H4 1.370 -1.634 0.814
H5 -0.985 -1.463 0.799
H6 -1.009 -0.069 -0.332
H7 -0.566 -2.740 -1.472
H8 1.020 -0.120 -1.600
H9 2.297 -0.952 -1.306
H10 -2.709 2.670 0.386
H11 -1.363 2.340 0.001
O3 -2.313 2.203 -0.235

## Properties
LUMO	0.772	eV
structure (SMILES)	N[C@@H](CO)CC=O.O
HOMO energy	-9.51	eV
2S+1	1
orbital gap	10.28	eV
net charge	0
molar mass	121.14	g/mol

These are the Mulliken partial charges, in e, on atoms 1 to 5: number 1, C, carries -0.877; number 2, O, carries -0.575; number 3, C, carries 0.322; number 4, C, carries -0.573; number 5, C, carries -0.168

***

Version x
Below is 3 unconnected molecules or ions with the total composition C4H11NO3, with properties calculated with wB97M-V/def2-TZVPD.

Positions of all 19 atoms, in Å:
C1 1.711 -0.052 1.288
C2 -0.306 -0.013 0.725
C3 -2.368 -1.409 -0.926
C4 0.232 1.434 -1.069
N1 0.139 0.102 -0.519
O1 -1.965 -0.122 -0.615
O2 2.428 1.071 0.985
O3 2.227 -1.181 0.771
H1 2.194 1.782 1.598
H2 2.112 -1.157 -0.192
H3 1.473 -0.163 2.345
H4 -0.763 0.820 1.262
H5 -0.452 -1.017 1.113
H6 -1.581 -2.172 -0.748
H7 -2.670 -1.508 -1.981
H8 -3.235 -1.719 -0.316
H9 -0.083 1.398 -2.112
H10 1.287 1.738 -1.072
H11 -0.381 2.169 -0.537

## Properties
LUMO (spin up / spin down)	-0.287 / -0.015	eV
HOMO energy (spin up / spin down)	-7.06 / -8.44	eV
2S+1	1
orbital gap (spin up / spin down)	6.78 / 8.42	eV
net charge	0
molar mass	121.14	g/mol

These are the Mulliken partial charges, in e, on atoms 1 to 5: number 1, C, carries -0.187; number 2, C, carries -0.347; number 3, C, carries -0.586; number 4, C, carries -0.821; number 5, N, carries -0.208

***

Short version: version x is the least stable of them.

***

Version w
Below is 2 unconnected molecules or ions with the total composition C4H11NO3, with properties calculated with wB97M-V/def2-TZVPD.

Positions of all 19 atoms, in Å:
C1 -0.820 0.776 0.052
O1 -1.132 1.164 -1.266
C2 0.512 0.051 0.030
C3 1.307 0.633 1.273
C4 2.809 0.194 1.232
O2 3.346 0.354 2.296
N1 0.259 -1.427 0.104
H1 -0.816 1.638 0.724
H2 -1.698 0.170 0.380
H3 -1.985 0.787 -1.677
H4 0.917 0.408 -0.934
H5 1.196 1.717 1.217
H6 0.943 0.429 2.265
H7 3.335 -0.138 0.339
H8 0.904 -1.971 -0.452
H9 -0.712 -1.482 -0.220
H10 -3.524 -0.798 -1.603
H11 -2.259 -1.559 -2.231
O3 -2.580 -0.946 -1.528

## Properties
LUMO	0.126	eV
structure (SMILES)	N[C@@H](CO)CC=O.O
HOMO energy	-9.09	eV
2S+1	1
orbital gap	9.21	eV
net charge	0
molar mass	121.14	g/mol

These are the Mulliken partial charges, in e, on atoms 1 to 5: number 1, C, carries -0.873; number 2, O, carries -0.603; number 3, C, carries 0.538; number 4, C, carries -0.616; number 5, C, carries -0.098

***

Version x
Below is 2 unconnected molecules or ions with the total composition C4H11NO3, with properties calculated with wB97M-V/def2-TZVPD.

Positions of all 19 atoms, in Å:
C1 0.027 2.846 1.413
C2 0.564 1.673 0.619
N1 -0.515 0.759 0.275
C3 -0.041 -0.382 -0.488
C4 -1.156 -1.373 -0.758
O1 -1.961 -1.526 0.321
O2 -1.308 -1.988 -1.772
H1 0.822 3.507 1.751
H2 -0.466 2.507 2.328
H3 -0.679 3.440 0.835
H4 1.380 1.197 1.178
H5 0.987 2.039 -0.323
H6 -0.996 0.453 1.117
H7 0.309 -0.048 -1.464
H8 0.772 -0.937 0.001
H9 -2.619 -2.158 0.034
H10 4.260 -0.515 -0.186
H11 3.029 0.234 -0.641
O3 3.347 -0.372 0.047

## Properties
LUMO	0.656	eV
structure (SMILES)	CCNCC(=O)O.O
HOMO energy	-9.09	eV
2S+1	1
orbital gap	9.75	eV
net charge	0
molar mass	121.14	g/mol

These are the Mulliken partial charges, in e, on atoms 1 to 5: number 1, C, carries -1.284; number 2, C, carries -0.206; number 3, N, carries -0.382; number 4, C, carries -0.195; number 5, C, carries 0.336

***

Version y
Below is 2 unconnected molecules or ions with the total composition C4H11NO3, with properties calculated with wB97M-V/def2-TZVPD.

Positions of all 19 atoms, in Å:
C1 1.504 -0.460 -0.082
C2 -1.846 0.326 0.063
C3 1.808 -0.018 -1.499
C4 -1.870 0.033 1.519
N1 -2.245 -0.448 -0.878
O1 1.422 0.650 0.787
O2 2.551 -1.268 0.395
O3 -1.332 1.500 -0.297
H1 0.758 1.255 0.406
H2 2.676 -0.937 1.302
H3 -1.457 1.570 -1.261
H4 -2.602 -1.325 -0.480
H5 0.572 -1.028 -0.034
H6 2.823 0.389 -1.567
H7 1.753 -0.868 -2.186
H8 1.115 0.759 -1.834
H9 -1.350 0.816 2.077
H10 -2.906 -0.023 1.862
H11 -1.372 -0.922 1.707

## Properties
LUMO	0.655	eV
structure (SMILES)	[H]/N=C(\C)O.CC(O)O
HOMO energy	-10.03	eV
2S+1	1
orbital gap	10.69	eV
net charge	0
molar mass	121.14	g/mol

These are the Mulliken partial charges, in e, on atoms 1 to 5: number 1, C, carries 0.621; number 2, C, carries 0.778; number 3, C, carries -1.117; number 4, C, carries -1.038; number 5, N, carries -0.750

***

Short version: version w is the least stable of them.

***

Version w
Below is a gas-phase ion, C3H6NO3 (charge +1), with properties calculated with wB97M-V/def2-TZVPD.

Positions of all 13 atoms, in Å:
C1 -0.958 -0.160 -0.009
C2 1.525 0.050 0.712
C3 0.528 0.608 -0.260
N1 1.440 -0.536 -0.624
O1 -0.971 -1.248 0.488
O2 -3.232 0.219 -0.046
O3 -1.910 0.690 -0.315
H1 2.539 0.490 0.962
H2 0.968 -0.626 1.347
H3 0.465 1.554 -0.798
H4 2.066 -0.434 -1.448
H5 1.016 -1.479 -0.602
H6 -3.478 0.873 0.593

## Properties
LUMO	-3.560	eV
structure (SMILES)	O=C(OO)[C@H]1C[NH2+]1
HOMO energy	-15.79	eV
2S+1	1
orbital gap	12.23	eV
net charge	+1
molar mass	104.08	g/mol

These are the Mulliken partial charges, in e, on atoms 1 to 5: number 1, C, carries 0.619; number 2, C, carries -0.375; number 3, C, carries -0.114; number 4, N, carries -0.220; number 5, O, carries -0.486

***

Version x
Below is 2 unconnected molecules or ions with the total composition C3H6NO3, with properties calculated with wB97M-V/def2-TZVPD.

Positions of all 13 atoms, in Å:
C1 -0.718 0.397 -0.002
C2 0.183 -0.564 0.020
C3 2.195 0.105 -0.011
N1 -2.163 0.043 -0.031
O1 3.334 -0.313 -0.049
O2 -0.056 -1.866 0.032
O3 1.847 1.358 0.045
H1 -0.486 1.443 0.001
H2 -2.228 -0.984 -0.085
H3 -2.620 0.458 -0.854
H4 -2.650 0.368 0.815
H5 0.743 -2.407 0.070
H6 2.620 1.961 0.047

## Properties
LUMO	-3.921	eV
HOMO energy	-14.44	eV
2S+1	1
orbital gap	10.52	eV
net charge	+1
molar mass	104.08	g/mol

These are the Mulliken partial charges, in e, on atoms 1 to 5: number 1, C, carries -0.853; number 2, C, carries 0.482; number 3, C, carries 0.580; number 4, N, carries -0.197; number 5, O, carries -0.423

***

Short version: version w is the least stable of them.

***

Version w
Below is 5 unconnected molecules or ions with the total composition CH11O4S, with properties calculated with wB97M-V/def2-TZVPD.

Positions of all 17 atoms, in Å:
C1 2.696 -0.861 -0.601
S1 1.677 0.588 -0.863
H1 3.029 -1.214 -1.577
H2 3.655 -0.612 -0.135
H3 2.224 -1.634 -0.005
H4 3.568 0.976 -2.694
H5 3.229 2.253 -3.458
O1 3.584 1.367 -3.573
H6 -0.215 -0.529 -0.460
H7 -1.077 -1.698 -0.946
O2 -1.086 -0.948 -0.348
H8 -4.396 -0.052 2.930
H9 -5.415 -0.699 3.814
O3 -5.335 -0.012 3.145
H10 -2.237 0.090 1.850
H11 -1.616 -0.798 2.979
O4 -2.419 -0.413 2.632

## Properties
LUMO (spin up / spin down)	0.330 / -2.871	eV
HOMO energy (spin up / spin down)	-10.43 / -10.04	eV
2S+1	2
orbital gap (spin up / spin down)	10.76 / 7.17	eV
⟨S²⟩	0.75
net charge	0
molar mass	119.16	g/mol

These are the Mulliken partial charges, in e, on atoms 1 to 5: number 1, C, carries -0.794; number 2, S, carries -0.167; number 3, H, carries 0.328; number 4, H, carries 0.328; number 5, H, carries 0.320

***

Version x
Below is 5 unconnected molecules or ions with the total composition CH11O4S, with properties calculated with wB97M-V/def2-TZVPD.

Positions of all 17 atoms, in Å:
C1 2.045 -0.585 -2.252
S1 0.597 0.081 -1.335
H1 2.951 -0.106 -1.901
H2 1.940 -1.630 -1.959
H3 1.899 -0.495 -3.322
H4 0.960 0.850 1.820
H5 0.026 -0.331 1.615
O1 0.289 0.328 2.266
H6 -1.008 -4.180 -3.039
H7 -1.017 -5.104 -4.118
O2 -1.403 -5.045 -3.230
H8 -0.886 3.302 3.851
H9 -0.263 1.949 3.409
O3 -0.591 2.447 4.164
H10 -2.598 2.526 1.419
H11 -1.047 2.816 1.172
O4 -1.894 3.177 1.440

## Properties
LUMO (spin up / spin down)	0.194 / -2.636	eV
HOMO energy (spin up / spin down)	-10.16 / -9.75	eV
2S+1	2
orbital gap (spin up / spin down)	10.35 / 7.11	eV
⟨S²⟩	0.75
net charge	0
molar mass	119.16	g/mol

These are the Mulliken partial charges, in e, on atoms 1 to 5: number 1, C, carries -0.681; number 2, S, carries -0.113; number 3, H, carries 0.271; number 4, H, carries 0.241; number 5, H, carries 0.278

***

Short version: version x is the least stable of them.